No. 1
# C10H16BFINO6S

A cluster of 2 separate species, C10H16BFINO6S in total (ωB97M-V/def2-TZVPD, OMol25).

SMILES string: CC[C@@H](I)[C@H]1C(=O)N[C@@H](S)[C@@H]1B(O)O.O=C1OC[C@@H](F)O1
LUMO level: 0.2 eV
HOMO-LUMO gap: 9.2 eV
max |F|: 1.1 eV/Å

Last columns: bonded neighbours and bond lengths (Å).
CARTESIAN COORDINATES (ANGSTROEM)
1 S -5.00 2.59 1.28  H5 1.336, C36 1.797
2 H 2.05 -1.26 1.89  C6 1.088
3 H -2.32 3.50 1.04  N17 1.023
4 F 5.60 -3.08 -3.91  C9 1.354
5 H -5.42 2.70 2.54  S1 1.336
6 C 1.06 -0.86 1.66  H2 1.088, H7 1.092, H14 1.093, C28 1.525
7 H 0.51 -0.70 2.59  C6 1.092
8 H 4.55 -0.29 -3.89  C10 1.086
9 C 4.46 -2.45 -3.54  F4 1.354, C10 1.516, H16 1.091, O34 1.413
10 C 4.69 -1.02 -3.11  H8 1.086, C9 1.516, O12 1.428, H20 1.091
11 O -4.80 -0.57 0.85  B18 1.385, H33 0.960
12 O 3.70 -0.86 -2.09  C10 1.428, C32 1.354
13 C -2.77 1.03 0.53  B18 1.609, H21 1.100, C29 1.562, C36 1.535
14 H 0.53 -1.61 1.07  C6 1.093
15 O -3.16 -1.23 -0.69  B18 1.365, H37 0.961
16 H 3.72 -2.57 -4.34  C9 1.091
17 N -2.39 2.96 1.90  H3 1.023, C26 1.439, C36 1.493
18 B -3.59 -0.32 0.23  O11 1.385, C13 1.609, O15 1.365
19 C -0.09 0.90 0.16  I22 2.154, H25 1.089, C28 1.538, C29 1.541
20 H 5.69 -0.91 -2.67  C10 1.091
21 H -2.75 1.63 -0.39  C13 1.100
22 I -0.30 -0.18 -1.69  C19 2.154
23 O -0.17 2.55 2.50  C26 1.197
24 H 1.94 0.26 0.08  C28 1.091
25 H 0.06 1.93 -0.17  C19 1.089
26 C -1.17 2.19 1.94  N17 1.439, O23 1.197, C29 1.563
27 O 2.65 -2.27 -0.69  C32 1.181
28 C 1.20 0.43 0.86  C6 1.525, C19 1.538, H24 1.091, H30 1.089
29 C -1.32 0.89 1.09  C13 1.562, C19 1.541, C26 1.563, H35 1.093
30 H 1.56 1.24 1.49  C28 1.089
31 H -3.36 1.31 2.59  C36 1.094
32 C 3.37 -2.08 -1.61  O12 1.354, O27 1.181, O34 1.363
33 H -4.79 -0.56 1.81  O11 0.960
34 O 3.96 -3.05 -2.36  C9 1.413, C32 1.363
35 H -1.33 0.03 1.78  C29 1.093
36 C -3.39 1.88 1.65  S1 1.797, C13 1.535, N17 1.493, H31 1.094
37 H -3.19 -2.14 -0.38  O15 0.961

natural (NBO) population analysis, charges in e, atoms 1 to 4: S 0.008; H 0.228; H 0.373; F -0.324

=====

No. 2
# C10H16BNO2

A cluster of 2 separate species, C10H16BNO2 in total (ωB97M-V/def2-TZVPD, OMol25).

LUMO level (spin up / spin down): 0.2 / -0.7 eV
HOMO-LUMO gap (spin up / spin down): 7.9 / 6.7 eV
max |F|: 5.7 eV/Å
energy relative to the best compared isomer or geometry (same formula, charge and spin): 118.24 kcal per mole

Last columns: bonded neighbours and bond lengths (Å).
CARTESIAN COORDINATES (ANGSTROEM)
1 H 4.74 -0.29 -0.12  C6 1.119
2 H 2.07 2.07 1.20  C29 1.028
3 H 2.88 0.70 -2.17  C20 1.093
4 H -5.31 -2.59 0.38  C22 1.189
5 H 2.10 0.68 1.94  C29 1.022
6 C 3.98 0.02 0.64  H1 1.119, H10 1.009, H26 1.005, C28 1.527
7 O 0.42 -0.77 -0.52  B18 1.362, C23 1.441
8 H -4.96 -1.33 1.70  C22 1.137
9 C -3.93 0.54 0.05  C11 1.354, H12 1.008, C24 1.349
10 H 4.24 0.85 1.14  C6 1.009
11 C -3.08 1.17 -0.79  C9 1.354, C16 1.418, H25 1.030
12 H -4.02 0.88 1.00  C9 1.008
13 H 2.29 -1.36 -1.27  C23 1.042
14 N -2.28 3.59 -0.35  C16 1.165
15 H -6.57 -1.15 0.52  C22 1.186
16 C -2.65 2.49 -0.48  C11 1.418, N14 1.165
17 H -4.36 -1.07 -1.33  C24 1.187
18 B -0.17 0.30 0.09  O7 1.362, O21 1.344
19 H 1.60 1.74 -1.51  C20 1.063
20 C 2.53 1.27 -1.31  H3 1.093, H19 1.063, H27 1.003, C28 1.573
21 O 0.42 1.21 0.87  B18 1.344, C29 1.441
22 C -5.43 -1.44 0.67  H4 1.189, H8 1.137, H15 1.186, C24 1.515
23 C 1.83 -1.01 -0.40  O7 1.441, H13 1.042, C28 1.581, H30 1.012
24 C -4.54 -0.63 -0.24  C9 1.349, H17 1.187, C22 1.515
25 H -2.91 0.63 -1.65  C11 1.030
26 H 3.92 -0.75 1.28  C6 1.005
27 H 3.14 2.06 -1.25  C20 1.003
28 C 2.66 0.30 -0.08  C6 1.527, C20 1.573, C23 1.581, C29 1.586
29 C 1.84 1.08 1.04  H2 1.028, H5 1.022, O21 1.441, C28 1.586
30 H 1.87 -1.68 0.35  C23 1.012

natural (NBO) population analysis, charges in e, atoms 1 to 4: H 0.211; H 0.190; H 0.199; H 0.224